152
Properties=species:S:1:pos:R:3:forces:R:3 method="wB97M-V/def2-TZVPD" total_energy_ha=-2762.228002 max_force_ha_per_bohr=0.1595 homo_energy_ha=-0.34005 relative_energy_kcal_mol=124.9 smiles="COC[C@H](C)N.COC[C@H](C)N.COC[C@H](C)N.COC[C@H](C)N.COC[C@H](C)N.COC[C@H](C)N.COC[C@H](C)N.COC[C@H](C)N.NC(N)=O.NC(N)=O" homo_lumo_gap_ev=9.51 e_lumo_ev=0.3
C 15.519 19.334 16.424 -3.498 2.809 3.171
O 14.642 19.495 17.310 1.071 -0.449 -1.243
N 15.965 20.317 15.679 -0.644 3.969 -0.677
N 16.144 18.280 16.138 2.388 -6.613 -0.672
H 16.715 20.247 15.007 0.042 0.154 0.297
H 15.627 21.173 16.094 0.489 0.465 -0.743
H 16.819 18.314 15.387 -0.133 -0.412 0.142
H 15.804 17.395 16.487 0.201 0.127 -0.123
C 18.866 20.296 8.864 3.528 1.548 -2.277
O 19.953 19.787 8.753 1.796 -1.194 0.496
N 17.791 19.785 9.267 -5.264 -5.440 3.157
N 18.571 21.501 8.452 0.483 4.344 -1.420
H 16.895 20.242 9.169 0.147 -0.108 0.170
H 17.828 18.808 9.519 -0.277 0.128 -0.003
H 17.602 21.765 8.553 0.073 0.872 -0.373
H 19.290 22.133 8.128 -0.300 -0.218 0.056
C 14.021 23.413 4.041 -0.405 -0.255 0.116
C 14.645 22.734 5.279 0.092 -1.548 -1.751
C 15.373 21.396 4.906 -0.268 -0.002 0.224
O 15.501 20.526 6.052 -0.015 1.198 -1.347
C 16.249 19.367 5.801 0.904 -0.534 0.989
N 15.527 23.662 5.886 1.302 1.430 1.524
H 14.790 23.809 3.376 0.172 -0.117 0.054
H 13.433 24.264 4.385 -0.004 0.129 0.033
H 13.343 22.807 3.439 0.033 -0.281 0.144
H 13.892 22.466 6.019 -0.399 -0.064 -0.146
H 16.332 21.614 4.437 0.590 0.242 0.476
H 14.910 20.815 4.108 -0.869 0.180 0.001
H 16.549 19.084 6.810 -0.156 -0.747 -0.068
H 17.211 19.463 5.297 0.065 0.903 -0.325
H 15.759 18.557 5.261 -0.663 0.096 0.157
H 15.245 24.620 5.736 -0.425 -0.059 0.156
H 16.507 23.695 5.645 0.048 -0.872 -0.356
C 10.452 16.523 12.971 0.048 -0.321 2.323
C 9.962 16.983 11.667 0.136 -0.732 -0.960
C 10.428 18.333 11.208 -0.869 1.381 0.988
O 9.943 19.298 12.149 0.428 -0.359 0.289
C 10.139 20.666 11.818 -0.763 -0.859 0.456
N 10.298 15.953 10.709 -0.199 -0.516 -1.085
H 11.443 16.075 13.042 0.210 0.238 -0.561
H 9.771 15.739 13.303 0.045 -0.076 0.176
H 10.429 17.314 13.721 -0.133 -0.010 -0.045
H 8.875 16.943 11.732 -0.142 0.592 -0.129
H 9.936 18.549 10.259 0.326 0.048 -0.531
H 11.513 18.409 11.154 0.275 -0.147 -0.305
H 11.178 20.991 11.866 0.212 -0.120 -0.417
H 9.601 21.200 12.601 -0.053 0.136 -0.173
H 9.635 20.814 10.863 0.331 0.617 -0.272
H 9.955 16.200 9.792 -0.180 -0.089 -0.221
H 11.286 15.784 10.584 0.250 0.128 0.358
C 17.992 22.365 13.918 -0.391 -0.393 0.943
C 18.385 21.654 12.644 0.353 0.298 -0.399
C 17.822 20.183 12.582 0.290 0.306 0.524
O 18.011 19.505 13.834 0.179 -0.209 0.547
C 19.361 19.018 14.000 -0.746 0.540 -0.680
N 18.042 22.522 11.522 -0.401 0.557 -1.236
H 18.348 23.390 14.017 0.275 -0.082 -0.473
H 18.440 21.792 14.730 -0.164 0.134 0.358
H 16.916 22.425 14.079 -0.117 -0.195 -0.115
H 19.470 21.753 12.666 0.372 -1.330 0.188
H 18.201 19.534 11.792 0.607 0.424 -0.170
H 16.746 20.135 12.418 -0.159 0.619 0.128
H 19.546 18.535 14.960 -0.595 0.087 0.054
H 20.016 19.886 13.929 0.413 -0.313 -0.237
H 19.467 18.293 13.192 0.775 0.007 0.011
H 17.953 22.115 10.602 -0.603 -1.060 0.148
H 18.864 23.057 11.282 0.190 0.614 0.605
C 13.268 21.157 9.002 -0.336 -0.224 0.651
C 14.480 21.998 9.470 -2.748 1.147 0.914
C 14.775 21.828 10.941 1.270 -1.314 -0.110
O 13.684 21.883 11.751 -2.206 0.832 2.690
C 14.015 21.774 13.179 -0.013 0.045 -1.121
N 15.623 21.783 8.653 -0.020 -0.435 -1.269
H 12.456 21.188 9.729 0.048 0.106 0.154
H 13.512 20.102 8.881 0.356 -0.218 0.171
H 12.798 21.420 8.054 0.432 0.548 -0.158
H 14.208 23.041 9.312 -0.309 0.289 0.304
H 15.546 22.500 11.316 0.355 0.077 -0.416
H 15.100 20.792 11.037 1.035 -0.498 -0.099
H 14.447 20.802 13.417 -0.091 -0.219 -0.184
H 13.134 21.929 13.801 -0.229 -0.099 -0.458
H 14.750 22.512 13.502 0.106 0.296 -0.372
H 15.316 21.007 8.084 0.695 -1.052 -0.151
H 15.407 22.437 7.914 1.196 0.924 -0.534
C 11.092 19.089 6.580 0.503 2.080 -0.668
C 9.805 19.843 6.977 0.582 0.073 -0.648
C 9.668 21.282 6.389 2.123 -2.196 1.164
O 8.478 21.843 6.824 0.743 1.699 -0.141
C 8.512 23.254 6.430 -1.378 -1.253 0.314
N 8.651 19.112 6.567 -0.936 -0.595 0.423
H 11.899 19.782 6.819 0.440 -0.223 0.642
H 11.230 19.095 5.499 -0.582 -0.587 -0.261
H 11.321 18.106 6.990 -0.508 0.141 0.165
H 9.791 19.949 8.062 0.269 0.337 0.355
H 9.857 21.283 5.315 -0.540 0.019 -0.365
H 10.546 21.734 6.850 0.114 0.927 0.008
H 9.450 23.782 6.600 0.266 -0.454 0.005
H 7.750 23.739 7.040 -0.087 0.047 -0.275
H 8.230 23.212 5.378 0.114 0.725 -0.092
H 7.900 19.718 6.867 -0.752 0.057 -0.362
H 8.597 18.382 7.263 -0.329 -0.819 -0.240
C 16.080 16.784 12.087 0.433 0.188 1.381
C 15.017 16.431 13.167 -0.911 0.283 -1.869
C 14.162 17.722 13.509 0.257 -2.001 0.070
O 13.250 17.506 14.594 0.705 1.235 -0.192
C 12.416 18.667 14.784 0.161 0.127 0.353
N 14.195 15.420 12.477 0.380 -0.046 0.922
H 16.831 17.343 12.645 0.295 0.573 -0.565
H 15.687 17.321 11.224 -0.214 0.390 0.228
H 16.593 15.920 11.662 -0.290 -0.299 0.359
H 15.508 16.005 14.042 -0.138 0.055 0.073
H 13.474 17.886 12.679 0.509 0.473 -0.730
H 14.928 18.490 13.614 -0.497 0.748 0.513
H 11.919 19.056 13.896 -0.337 -0.842 -0.562
H 12.927 19.578 15.094 0.774 -0.338 0.592
H 11.689 18.413 15.557 0.038 -0.018 -0.177
H 13.500 15.075 13.123 -0.436 -0.030 -0.153
H 13.756 15.968 11.751 -0.566 -0.391 -0.242
C 15.637 29.959 7.616 -1.554 0.196 -1.119
C 15.426 29.018 8.792 -0.329 -0.621 -1.825
C 15.140 27.578 8.334 -0.378 0.118 0.280
O 13.872 27.505 7.695 -0.532 2.188 1.242
C 13.485 26.223 7.382 0.994 -0.754 -0.235
N 16.590 29.052 9.640 -0.694 0.204 0.906
H 14.798 29.798 6.939 0.205 -0.602 -0.669
H 16.595 29.839 7.110 -0.064 -0.205 -0.014
H 15.437 31.024 7.733 0.589 0.210 1.058
H 14.505 29.306 9.300 0.158 0.124 0.442
H 15.207 27.004 9.259 -0.531 -0.416 0.214
H 15.874 27.105 7.682 0.523 0.363 -0.392
H 12.465 26.072 7.030 -0.001 0.804 -0.159
H 13.578 25.590 8.265 0.315 -0.502 -0.054
H 14.215 26.009 6.602 -0.285 -1.366 -0.247
H 17.358 28.585 9.179 0.260 0.261 -0.124
H 16.712 30.055 9.619 1.270 0.056 0.682
C 10.699 26.574 9.379 -1.453 -2.317 -0.400
C 10.160 27.120 10.672 1.065 0.780 0.105
C 10.602 26.344 11.918 0.958 -1.685 -0.104
O 10.045 25.021 11.953 -1.582 1.799 -1.429
C 10.551 24.180 12.895 0.691 -1.592 0.414
N 10.783 28.462 10.669 -1.190 0.480 1.378
H 11.739 26.248 9.386 -0.007 0.551 0.249
H 10.452 27.209 8.528 0.343 0.276 0.139
H 10.113 25.673 9.199 0.128 -0.463 -0.321
H 9.073 27.195 10.700 -0.203 -0.219 -0.359
H 10.429 26.747 12.915 -0.246 0.879 -0.213
H 11.674 26.169 11.823 0.468 0.470 0.060
H 10.701 24.546 13.910 -0.162 0.632 0.093
H 11.502 23.778 12.547 0.455 -0.137 0.109
H 9.869 23.332 12.964 -0.045 0.027 0.068
H 10.172 28.962 11.299 0.426 0.717 0.887
H 10.485 28.917 9.818 0.355 -0.140 -0.620